1.
The following is a quantum chemistry calculation of C8H15BaN3O3 as an isolated structure at a distorted geometry, from OMol25.

CARTESIAN COORDINATES (ANGSTROEM)
Ba -0.00419 0.09641 1.47080
O -1.28712 -0.22514 -1.41728
C -0.80995 -0.42464 -2.54680
O 1.12597 0.98572 -0.87873
C 1.10278 1.05805 -2.14100
O 1.93270 1.80994 -2.86934
N 0.25665 0.36215 -2.99622
C 1.53840 1.74078 -4.30546
C 0.65214 0.53154 -4.41232
H 2.42804 1.69383 -4.95779
H 0.94473 2.64093 -4.55553
H 1.23743 -0.34899 -4.74572
H -0.21255 0.65210 -5.08448
C -1.25119 -1.47732 -3.47148
C -2.39668 -2.16629 -3.26864
H -0.57951 -1.71091 -4.32573
H -3.04748 -1.91944 -2.43704
H -2.66871 -2.96497 -3.95080
N 1.49657 0.07274 3.85780
C 0.77853 -0.38856 5.11388
C -0.56421 0.30426 5.19989
N -1.40277 -0.08348 3.99957
H 2.37920 -0.41304 3.85701
H 1.87143 0.98795 4.08382
H 0.64523 -1.47903 5.04869
H 1.35306 -0.22047 6.05298
H -1.04380 0.07984 6.18046
H -0.43287 1.39740 5.18760
H -1.76962 -1.00513 4.21204
H -2.27222 0.41375 4.09981

- Total charge: +2
- DFT total energy: -19833.7419 eV
- Kohn-Sham gap: 9.53 eV

These are the natural (NBO) partial charges, in e, on atoms 1 to 8: Ba 1.936; O -0.669; C 0.693; O -0.768; C 0.953; O -0.434; N -0.477; C -0.087


2.
The following is a quantum chemistry calculation of a 2-piece molecular cluster, C5H6O3S2 overall at a distorted geometry, from OMol25.

CARTESIAN COORDINATES (ANGSTROEM)
C 3.04352 -1.14547 -1.16332
C 1.72931 -1.39300 -1.56419
C 3.21418 -1.46858 0.16355
C 0.93547 -1.64496 -0.51660
C -2.58370 -0.13315 1.36883
O -2.43487 -2.44065 -1.53519
O -1.91780 -2.78614 0.89915
O -2.33182 -0.50461 0.03464
S 1.70192 -1.80804 0.99019
S -1.72806 -2.01715 -0.32828
H 3.75966 -0.73370 -1.87125
H 1.48879 -1.36558 -2.68823
H 4.07820 -1.54340 0.75968
H -3.18662 0.78129 1.38222
H -1.55186 -0.03684 1.77801
H -3.33223 -0.71852 1.85625

- DFT total energy: -33090.0567 eV
- Kohn-Sham gap (spin up / spin down): 7.40 / 7.40 eV
- Energy relative to the best compared isomer or geometry (same formula, charge and spin): 3.3248 eV

These are the natural (NBO) partial charges, in e, on atoms 1 to 8: C -0.249; C -0.370; C -0.386; C -0.194; C -0.268; O -0.852; O -0.902; O -0.702


3.
The following is a quantum chemistry calculation of C7H17NO in the gas phase at a distorted geometry, from OMol25.

CARTESIAN COORDINATES (ANGSTROEM)
C -0.41511 -0.69851 -0.35030
C -2.20061 -0.48916 -0.52318
C 1.73687 0.83696 -0.07415
C 0.00393 0.71232 -0.20302
C -2.94331 0.80127 -0.23651
C 2.19241 0.64711 1.36356
C 2.51534 -0.03235 -1.04748
N -0.12085 -1.56001 0.74650
O -2.77746 -1.51370 0.30510
H -2.54734 -1.25308 1.21525
H -0.05030 -1.14299 -1.27915
H -2.38982 -0.79664 -1.55591
H 1.90064 1.88757 -0.34158
H -0.80597 -2.30204 0.89087
H 0.77121 -2.03141 0.63712
H -0.21321 1.29095 -1.10221
H -0.37975 1.18263 0.70402
H -4.03187 0.66640 -0.29433
H -2.67441 1.57719 -0.95875
H -2.73887 1.17037 0.77556
H 1.62861 1.29009 2.04784
H 2.09554 -0.38683 1.70599
H 3.25308 0.90633 1.48096
H 3.58141 0.23168 -1.04530
H 2.15841 0.09977 -2.07400
H 2.45144 -1.09392 -0.78688

- DFT total energy: -11071.0691 eV
- Kohn-Sham gap: 9.97 eV
- Energy relative to the best compared isomer or geometry (same formula, charge and spin): 2.0692 eV
- Structure (SMILES): CC(C)C[C@@H](N)[C@H](C)O

These are the natural (NBO) partial charges, in e, on atoms 1 to 8: C -0.044; C 0.110; C -0.196; C -0.399; C -0.654; C -0.616; C -0.622; N -0.881


4.
The following is a quantum chemistry calculation of C6H12 in the gas phase at a distorted geometry, from OMol25.

CARTESIAN COORDINATES (ANGSTROEM)
C 1.58098 -0.34439 1.07973
C 0.88929 0.14727 -0.19002
C -0.10475 1.29874 0.19558
C -1.46924 0.55249 0.36187
C -1.43775 -0.68530 -0.59077
C 0.08200 -0.80846 -1.02488
H 0.93189 -0.41115 1.95761
H 2.36920 0.38580 1.31515
H 2.06453 -1.31117 0.90517
H 1.78776 -0.06252 -0.92735
H -0.19208 2.05775 -0.58314
H 0.14442 1.81395 1.13802
H -1.60438 0.21713 1.40048
H -2.32331 1.22318 0.16245
H -1.84926 -1.56357 -0.09664
H -2.09044 -0.48818 -1.46037
H 1.03516 -1.51378 -1.09677
H 0.12382 -0.55748 -2.08371

- DFT total energy: -6414.4495 eV
- Kohn-Sham gap: 10.60 eV
- Energy relative to the best compared isomer or geometry (same formula, charge and spin): 2.4913 eV
- Structure (SMILES): CC1CCCC1

These are the natural (NBO) partial charges, in e, on atoms 1 to 8: C -0.609; C -0.230; C -0.411; C -0.404; C -0.415; C -0.431; H 0.196; H 0.210


5.
The following is a quantum chemistry calculation of a 3-piece molecular cluster, C34H62N2O12P2S overall at a distorted geometry, from OMol25.

CARTESIAN COORDINATES (ANGSTROEM)
C 2.12841 0.28692 0.22504
C 2.28812 1.46768 -0.82812
O 1.04848 1.78132 -1.50635
P 0.66327 0.63291 -2.64827
O 1.63270 -0.49916 -2.73037
C -1.07769 0.05450 -2.20735
C -1.22415 -1.49374 -2.44849
C -2.63773 -2.10471 -2.08014
C -3.86437 -1.10716 -2.19218
P -4.05434 -0.14570 -0.58573
O -3.72070 1.30639 -0.86401
O -3.94880 -0.38015 -3.43880
S -4.56289 -1.27624 -4.67711
O -5.56251 -0.48501 -5.36891
O -3.65933 -1.80952 -5.67479
O -5.20190 -2.50337 -3.76454
C -5.09337 -2.12741 -2.36125
O -5.01063 -3.34765 -1.64778
C -6.54552 -1.61736 -2.00872
O -6.95328 -0.45358 -2.73908
C -7.88395 0.32116 -2.04017
C -7.32876 1.34390 -1.13672
C -8.20076 2.22451 -0.33840
C -9.63970 2.06706 -0.51136
C -10.19170 1.07462 -1.43427
C -9.33775 0.16796 -2.20022
O 0.61534 1.46152 -4.09636
C 0.32428 0.60745 -5.21991
C -1.22841 0.44737 -5.51643
H 2.78620 -0.54657 -0.15629
H 1.08014 -0.10517 0.26404
H 2.49290 0.56313 1.24642
H 2.57305 2.37885 -0.23347
H 3.12487 1.28406 -1.54866
H -1.76444 0.69844 -2.80857
H -1.20246 0.30395 -1.12197
H -0.47627 -1.99093 -1.76374
H -0.90274 -1.78854 -3.48360
H -2.83274 -2.92583 -2.83094
H -2.63692 -2.61591 -1.08128
H -5.34533 -0.24241 -0.00019
H -3.07778 -0.58573 0.37187
H -5.71740 -3.93472 -1.97331
H -6.72323 -1.48030 -0.90291
H -7.25338 -2.45156 -2.30973
H -6.23087 1.50153 -1.01591
H -7.71959 2.95768 0.34952
H -10.30835 2.73963 0.06788
H -11.30344 1.03224 -1.53556
H -9.74318 -0.59661 -2.90361
H 0.76117 1.10361 -6.13195
H 0.82118 -0.40248 -5.15641
H -1.49301 0.56131 -6.59490
H -1.51475 -0.58734 -5.20600
H -1.80648 1.18473 -4.90580
C 4.59172 -6.19366 -0.60288
C 4.16214 -4.72242 -0.38685
C 5.40134 -3.81182 -0.42189
C 6.26128 -3.91051 0.83491
C 5.41808 -3.69145 2.08751
C 4.18344 -4.60441 2.15651
N 3.39416 -4.59906 0.88968
O 2.71484 -3.46056 0.84232
C 4.61815 -6.04554 2.50282
C 3.33452 -4.18516 3.37327
C 3.29135 -4.40654 -1.61969
H 5.53452 -6.44463 -0.11875
H 3.82333 -6.88648 -0.25226
H 4.74774 -6.40789 -1.66245
H 5.09112 -2.76806 -0.54671
H 6.01447 -4.05135 -1.29579
H 6.76853 -4.87918 0.88094
H 7.05254 -3.15710 0.79399
H 6.04324 -3.84488 2.97254
H 5.10659 -2.64113 2.11511
H 3.77179 -6.73444 2.44912
H 5.01366 -6.09596 3.51998
H 5.41271 -6.43074 1.86724
H 3.03447 -3.13667 3.33472
H 3.90209 -4.30956 4.29801
H 2.43261 -4.79708 3.45390
H 2.39326 -5.02995 -1.63633
H 3.84670 -4.60044 -2.53990
H 2.98494 -3.35980 -1.66300
C 2.80685 5.96842 4.95300
C 2.96646 4.78717 3.96583
C 3.37871 5.32113 2.58299
C 2.23803 6.00060 1.83089
C 1.01721 5.08836 1.75757
C 0.57224 4.55770 3.12970
N 1.70421 3.98836 3.92019
O 1.99545 2.80035 3.40644
C -0.11537 5.68678 3.92847
C -0.55938 3.53327 2.91220
C 4.14329 3.97815 4.54561
H 2.37000 6.85608 4.49802
H 2.20144 5.68412 5.81663
H 3.77507 6.29233 5.34126
H 3.75713 4.49828 1.96545
H 4.20878 6.02615 2.68875
H 1.97580 6.95176 2.30436
H 2.56703 6.24816 0.81812
H 0.19282 5.62928 1.28351
H 1.25141 4.24978 1.09184
H -0.34166 5.36487 4.94781
H -1.06068 5.97065 3.46033
H 0.46511 6.60544 3.98151
H -0.26105 2.71003 2.26064
H -1.41956 4.00752 2.43506
H -0.89813 3.11307 3.86265
H 3.89510 3.57411 5.53052
H 5.02437 4.61335 4.66018
H 4.44442 3.15159 3.90021

- 2S+1: 3
- DFT total energy: -93220.6825 eV
- Kohn-Sham gap (spin up / spin down): 8.63 / 9.15 eV

These are the Löwdin partial charges, in e, on atoms 1 to 8: C -0.069; C -0.269; O -0.236; P 0.633; O -0.287; C -0.204; C -0.186; C -0.134


6.
The following is a quantum chemistry calculation of C10H18Cl2IN3O6P2 in the gas phase at a distorted geometry, from OMol25.

CARTESIAN COORDINATES (ANGSTROEM)
C 1.34084 2.20918 1.85516
C 0.12870 2.29548 0.74285
C -0.30109 0.85566 0.09486
C -1.37918 0.78188 -1.13889
C -1.93401 2.44122 -1.47742
C -3.21957 2.97922 -0.44257
O -3.39509 2.56729 -2.02406
C -1.14583 0.08000 1.31303
N -0.88489 -1.42372 1.08443
P 0.03947 -2.24787 2.38435
O 1.42117 -1.34550 2.90562
Cl -1.25786 -2.32380 4.10068
C -0.07980 -1.45158 -0.23094
N -0.24342 -2.40250 -1.20375
O 0.47664 -2.33720 -2.33443
P -1.45355 -3.68061 -0.92397
O -1.83856 -4.53973 -2.41795
Cl -0.53432 -5.04966 0.48023
N 0.77669 -0.22540 -0.07544
C 1.68757 0.25775 -1.17961
C 3.12265 -0.60079 -1.12793
O 3.55432 -1.21887 0.00190
O 4.02213 -0.64353 -2.31843
H 1.25680 3.10721 2.63000
H 2.38555 2.16325 1.32373
H 1.22313 1.22641 2.51716
H -0.80924 2.74517 1.31221
H 0.39569 3.09801 -0.09345
H -0.92253 0.50706 -2.18108
H -2.37535 0.19906 -0.88613
H -1.06793 3.28558 -1.81461
H -2.71032 4.02771 -0.33028
H -3.06305 2.04700 0.26487
H -2.31047 0.21412 1.29968
H -0.88195 0.46468 2.40433
H 2.08711 -1.19522 2.16462
H -0.12921 -1.78782 -2.96446
H -2.60167 -3.98646 -2.81027
H 1.27639 0.06819 -2.28622
H 1.99139 1.37407 -1.11429
H 4.64771 -1.43269 -2.25850
I 2.70491 -1.10223 4.75491

- DFT total energy: -79125.6609 eV
- Kohn-Sham gap: 3.27 eV

These are the natural (NBO) partial charges, in e, on atoms 1 to 8: C -0.647; C -0.445; C 0.141; C -0.492; C 0.069; C -0.230; O -0.515; C -0.262